No. 1
Below is a 8-piece molecular cluster, C48H120N8O16 overall, with properties calculated with the ωB97M-V functional and the def2-TZVPD basis.

XYZ file:
```
192
Properties=species:S:1:pos:R:3:forces:R:3
C -6.3315 -0.1944 -6.3809 0.57 -0.47 0.18
O -6.6550 -1.4403 -6.9697 -0.90 0.29 0.28
C -5.5370 -2.2563 -7.1797 0.10 -1.27 -0.45
C -4.8958 -2.0607 -8.5755 -0.38 1.14 1.10
N -5.7466 -2.1875 -9.7191 -0.21 -0.53 -0.83
C -6.1451 -3.4797 -10.2378 -0.24 -0.62 0.52
C -6.4436 -4.5883 -9.2219 0.14 0.71 -0.47
O -7.5400 -4.1877 -8.4452 -0.26 -0.10 -0.27
C -8.0635 -5.1926 -7.6360 -0.15 -0.49 0.96
H -7.1916 0.4230 -6.1296 -0.39 -0.27 -0.65
H -5.6662 0.3125 -7.0829 0.12 0.53 0.46
H -5.8732 -0.3708 -5.3969 0.46 0.11 -0.23
H -5.8717 -3.2921 -7.1323 -0.30 0.10 0.25
H -4.8026 -2.1577 -6.3712 0.15 0.32 -0.19
H -4.0217 -2.7089 -8.6436 0.10 0.06 -0.17
H -4.5883 -1.0101 -8.5354 0.55 -0.11 -0.39
H -6.5192 -1.5499 -9.7777 0.07 0.24 0.51
H -5.4104 -3.9212 -10.9226 0.12 0.29 -0.09
H -7.0893 -3.3583 -10.7710 0.18 0.18 -0.28
H -5.5492 -4.7467 -8.6060 -0.08 -0.41 0.09
H -6.6955 -5.4751 -9.8149 0.16 -0.25 0.25
H -8.2861 -6.1474 -8.1313 0.05 0.24 -0.44
H -8.9879 -4.8243 -7.1931 0.00 0.08 -0.08
H -7.3958 -5.4592 -6.8007 0.12 0.18 -0.09
C 6.2851 2.6068 0.6554 -0.16 0.43 -0.98
O 6.3547 2.2836 2.0146 0.31 -0.17 -0.17
C 7.1766 3.1459 2.7646 -0.04 -0.36 1.69
C 6.5170 4.4758 3.1094 0.14 0.18 -0.12
N 7.5067 5.4767 3.4511 0.25 1.15 -0.88
C 6.9009 6.7707 3.7028 -1.10 -0.22 -0.04
C 6.2051 6.8468 5.0642 -0.51 1.06 0.30
O 5.0483 7.6729 4.9210 0.46 -0.09 -0.50
C 4.4889 8.1545 6.1009 -0.92 -0.16 0.31
H 5.8836 3.6126 0.4882 -0.12 -0.03 0.06
H 5.6352 1.9006 0.1407 -0.17 -0.06 0.26
H 7.2341 2.5792 0.1031 0.28 -0.13 0.49
H 8.2035 3.2685 2.4007 -0.27 0.16 -0.67
H 7.3194 2.6243 3.7207 0.00 -0.10 -0.12
H 5.7570 4.3780 3.8976 0.05 -0.44 0.02
H 5.9487 4.8379 2.2478 0.23 0.11 -0.10
H 8.2346 5.2521 4.1090 -0.17 -0.45 0.16
H 6.1296 6.9353 2.9426 -0.15 -0.32 0.08
H 7.5043 7.6673 3.5450 0.72 -0.44 0.27
H 6.8940 7.3364 5.7708 -0.13 -0.28 0.19
H 5.8519 5.8953 5.4755 0.48 -0.23 -0.18
H 3.7235 8.8678 5.7923 0.38 0.47 0.14
H 5.2335 8.5649 6.7876 -0.01 0.29 -0.09
H 3.8854 7.4239 6.6660 0.46 -0.41 -0.12
C -4.0513 1.5154 -1.8531 -0.47 -0.13 0.23
O -2.8658 1.3996 -1.1030 0.30 -0.39 0.42
C -2.3875 2.5186 -0.3892 -0.73 0.51 -0.37
C -3.4664 3.2519 0.4153 -0.19 -0.15 -0.92
N -2.8352 4.1962 1.3137 0.17 -0.45 -0.10
C -2.4603 3.5988 2.5877 -1.14 -0.08 1.19
C -2.1082 4.6808 3.5914 0.47 0.88 -0.32
O -3.3014 5.1752 4.1781 -0.14 -0.46 -0.02
C -3.1650 5.7708 5.4360 -0.14 0.61 0.28
H -4.7250 2.3131 -1.5320 0.20 0.08 0.10
H -4.5967 0.5892 -1.6616 -0.04 -0.05 -0.39
H -3.8673 1.6525 -2.9223 0.19 -0.10 0.00
H -1.9655 3.2202 -1.1163 0.32 0.20 0.25
H -1.6267 2.1866 0.3150 0.21 -0.25 -0.26
H -4.1597 2.5169 0.8563 0.30 -0.01 0.47
H -4.1058 3.7806 -0.2954 0.15 0.35 0.15
H -3.4697 4.9652 1.4848 0.06 0.00 0.20
H -1.7164 2.8002 2.5794 0.38 0.38 -0.71
H -3.3396 3.0907 3.0302 0.08 0.01 -0.04
H -1.6593 5.5259 3.0477 0.22 -0.16 -0.01
H -1.3662 4.3842 4.3404 -0.28 -0.33 0.12
H -2.4964 6.6442 5.4507 0.13 -0.16 -0.24
H -2.8292 5.0813 6.2198 -0.01 -0.15 -0.16
H -4.1525 6.1544 5.6941 0.00 -0.15 0.12
C 3.6366 -0.2404 1.2710 2.02 -0.86 0.38
O 2.2541 -0.3304 1.2748 -0.23 1.35 -0.07
C 1.7383 -1.2011 0.3211 -0.26 -2.32 -0.14
C 0.2391 -1.0624 0.3103 -0.37 1.29 -0.20
N -0.4808 -2.0286 -0.4910 0.51 -0.51 -0.04
C -1.9022 -1.7415 -0.4839 -0.05 0.91 0.09
C -2.7078 -2.4668 -1.5252 -0.49 -1.69 1.40
O -2.7932 -1.8444 -2.7720 -0.22 0.22 0.24
C -3.7383 -2.5036 -3.5751 -0.30 -0.33 -0.12
H 4.1150 0.6551 1.6802 -1.03 0.52 0.00
H 4.0973 -0.3721 0.2849 -0.35 -0.04 -0.16
H 4.0793 -1.0096 1.9265 -0.18 -0.29 -0.22
H 1.9722 -2.2495 0.5939 -0.02 0.06 0.28
H 2.1426 -1.1445 -0.6934 0.17 0.91 0.08
H 0.0110 -0.0496 -0.0775 0.05 0.05 0.25
H -0.1253 -1.0554 1.3450 -0.03 -0.29 -0.07
H -0.1217 -2.0158 -1.4391 -0.04 0.03 0.01
H -2.1205 -0.6662 -0.5936 0.15 -0.04 -0.14
H -2.2634 -1.9736 0.5240 -0.17 -0.32 -0.13
H -3.6999 -2.6574 -1.0783 -0.26 0.66 -0.31
H -2.3699 -3.5200 -1.5812 0.49 0.23 -0.49
H -3.3712 -3.5003 -3.8514 0.09 0.17 -0.41
H -3.9729 -1.8637 -4.4210 0.37 -0.15 -0.23
H -4.7089 -2.7026 -3.0926 0.20 0.31 0.43
C -13.3086 -0.0094 -1.6744 0.76 0.70 1.20
O -12.2123 0.8092 -1.2420 -0.20 -0.29 -1.36
C -11.1024 0.1039 -0.7779 0.04 0.30 1.77
C -9.9289 1.0548 -0.6824 1.25 0.55 0.37
N -8.7656 0.5074 0.0231 -0.54 -0.17 -0.08
C -8.1185 -0.5897 -0.6652 0.49 0.34 -0.19
C -7.1274 -1.3397 0.1897 0.06 -0.39 0.71
O -6.2863 -0.4547 0.8818 0.45 0.59 -0.46
C -5.6861 -0.9885 2.0307 -0.36 -0.49 0.09
H -13.9308 0.6534 -2.2659 -0.14 -0.30 -0.26
H -13.8431 -0.3062 -0.7645 -0.24 -0.29 -0.26
H -12.9324 -0.8877 -2.1983 -0.25 0.02 -0.28
H -10.8197 -0.8398 -1.2557 -0.41 0.23 -0.77
H -11.3271 -0.1970 0.2619 0.11 -0.15 0.04
H -10.1591 1.9693 -0.1316 -0.62 -0.15 -0.01
H -9.5660 1.4366 -1.6417 -0.25 -0.36 -0.25
H -9.0096 0.2998 0.9839 0.10 -0.20 -0.03
H -7.5770 -0.1193 -1.4937 0.03 -0.21 -0.15
H -8.7828 -1.3475 -1.1011 -0.10 0.02 0.03
H -6.5434 -2.0269 -0.4388 0.01 0.03 -0.04
H -7.6291 -1.9686 0.9430 -0.29 0.03 -0.16
H -5.2390 -1.9756 1.8635 0.10 0.00 -0.20
H -6.4551 -1.1248 2.8031 0.18 0.10 0.18
H -4.9032 -0.3150 2.3669 -0.09 0.14 0.03
C 1.2848 -0.3343 4.7704 0.68 -0.30 -0.26
O 2.0802 -1.3744 5.3336 0.06 0.03 0.17
C 1.4738 -2.6419 5.4482 -0.73 0.01 0.43
C 1.4760 -3.4377 4.1486 0.20 0.83 -0.34
N 0.4064 -4.4086 4.0430 0.35 -0.31 0.03
C 0.3642 -4.9785 2.6923 0.14 0.50 0.80
C -0.6894 -6.0535 2.6683 0.13 -0.50 0.18
O -1.8996 -5.5670 3.2252 0.12 0.62 -0.35
C -3.0060 -5.7306 2.3892 -0.79 -1.17 0.10
H 1.7640 0.5890 5.0979 -0.27 0.06 0.09
H 0.2406 -0.3833 5.0925 0.03 0.00 0.12
H 1.3440 -0.3417 3.6757 -0.19 -0.12 0.04
H 0.4595 -2.5309 5.8635 -0.17 0.07 -0.38
H 1.9839 -3.1939 6.2397 0.35 0.10 -0.14
H 2.4745 -3.8811 4.0730 -0.24 -0.48 -0.11
H 1.4482 -2.7307 3.2981 -0.09 0.17 0.13
H -0.4975 -3.9797 4.2070 0.11 0.11 0.19
H 1.3635 -5.3795 2.5139 -0.11 -0.23 -0.32
H 0.1730 -4.1764 1.9703 -0.07 -0.11 -0.36
H -0.3584 -6.8793 3.3027 0.07 -0.09 -0.06
H -0.8664 -6.4381 1.6616 0.11 0.04 -0.07
H -3.3976 -6.7588 2.4801 0.00 0.07 0.09
H -2.8088 -5.6307 1.3211 0.26 0.55 -0.04
H -3.8090 -5.0745 2.7125 0.08 0.27 -0.05
C 14.0750 -0.6528 4.7271 -0.03 -0.48 -0.58
O 13.9984 0.3042 3.6856 0.16 0.29 0.34
C 13.4490 -0.1436 2.4634 -0.21 -0.84 -0.32
C 12.4069 0.8724 1.9951 0.76 -0.03 -0.17
N 11.2280 1.0096 2.8367 0.23 -0.30 0.35
C 10.5089 -0.2631 2.9866 -0.73 0.90 0.14
C 9.0752 -0.0357 3.4806 0.67 0.15 -0.52
O 8.4212 -1.2792 3.3910 0.16 -0.22 0.35
C 7.0737 -1.2310 3.0284 -0.76 0.12 -0.51
H 14.6392 -1.5323 4.3850 -0.09 0.03 0.14
H 13.0744 -0.9810 5.0402 0.10 0.03 0.00
H 14.5991 -0.2322 5.5820 -0.04 0.25 -0.11
H 13.0534 -1.1656 2.5597 -0.34 0.23 0.27
H 14.2094 -0.2915 1.6802 0.21 0.50 0.23
H 12.1432 0.6640 0.9542 -0.25 -0.13 0.10
H 12.9580 1.8169 1.9712 -0.28 0.17 0.05
H 11.5900 1.2523 3.7568 -0.16 0.26 -0.08
H 10.9955 -0.9144 3.7162 0.11 -0.51 -0.48
H 10.3723 -0.6714 1.9855 0.43 -0.53 0.13
H 8.6278 0.7052 2.8103 -0.18 0.02 0.19
H 9.1023 0.3373 4.5125 -0.31 0.06 -0.03
H 6.6160 -2.1951 3.2449 0.09 -0.01 0.21
H 6.9275 -1.0671 1.9497 0.27 0.09 0.01
H 6.5021 -0.4385 3.5237 0.15 -0.05 0.24
C 1.7383 -3.5670 -5.4599 -1.35 1.13 -0.75
O 1.4373 -3.4827 -4.0780 0.96 -0.25 -0.49
C 2.0821 -2.4329 -3.3733 0.33 -0.76 0.49
C 1.3099 -1.1495 -3.5802 -0.12 0.15 -0.23
N 1.8381 -0.0126 -2.8531 0.55 1.15 -0.23
C 0.9329 1.1466 -2.8453 -1.16 -0.79 0.15
C 1.6103 2.4854 -2.7858 0.30 0.90 0.94
O 2.5023 2.6150 -1.6814 0.64 -0.25 -0.39
C 1.8829 2.7091 -0.4338 -1.10 -0.41 0.55
H 1.6444 -4.5919 -5.8103 0.38 -0.11 0.24
H 2.6521 -3.0649 -5.7958 0.43 -0.49 0.57
H 0.9748 -2.9960 -6.0257 -0.01 -0.26 0.13
H 3.1487 -2.3013 -3.6134 -0.15 -0.05 -0.66
H 2.1657 -2.8536 -2.3652 -0.58 0.71 0.29
H 0.2626 -1.3098 -3.3131 0.00 0.03 0.13
H 1.3046 -0.9612 -4.6652 -0.12 -0.01 -0.03
H 2.6538 0.3684 -3.3306 0.27 -0.65 0.13
H 0.2640 1.0372 -1.9843 -0.03 0.09 -0.04
H 0.2550 1.1210 -3.7142 0.15 0.18 -0.07
H 0.8866 3.3035 -2.6572 -0.38 -0.31 -0.36
H 2.1959 2.7393 -3.6719 0.08 -0.32 -0.05
H 1.3555 3.6608 -0.2723 0.38 0.20 -0.14
H 2.6009 2.5165 0.3594 0.25 0.26 -0.13
H 1.0977 1.9529 -0.2799 0.21 -0.11 -0.19
```
Forces are in eV/Å.

As for the structure (SMILES): COCCNCCOC.COCCNCCOC.COCCNCCOC.COCCNCCOC.COCCNCCOC.COCCNCCOC.COCCNCCOC.COCCNCCOC. As for the lowest unoccupied orbital energy: 0.48 eV. Its molar mass is 1065.53 g mol⁻¹. As for the energy above the lowest of the compared OMol25 structures with the same formula, charge and spin: 83.40 kcal per mole. The calculation puts the calculated total energy at -3542.234910 Ha. The multiplicity is 1.

No. 2
Below is C36H32EuIN10O as an isolated structure, with properties calculated with the ωB97M-V functional and the def2-TZVPD basis.

XYZ file:
```
81
Properties=species:S:1:pos:R:3:forces:R:3
Eu -0.5446 0.3768 -0.2579 -0.09 0.06 -0.12
C -3.8892 -2.1211 -2.5265 0.03 0.09 0.03
C -4.6459 -1.1996 -3.2346 0.06 -0.04 0.04
C -4.3787 0.1499 -3.0862 0.08 -0.02 0.09
C -3.3620 0.5515 -2.2264 -0.01 -0.04 0.00
N -2.6057 -0.3439 -1.5765 0.14 0.07 0.14
C -2.8722 -1.6448 -1.7202 -0.12 -0.01 -0.05
C -3.0680 1.9861 -1.9647 -0.02 0.02 -0.03
C -3.9704 2.9692 -2.3401 0.12 0.06 0.03
C -3.6684 4.2946 -2.0773 0.04 -0.10 0.04
C -2.4785 4.5944 -1.4478 -0.01 -0.14 0.01
C -1.6263 3.5585 -1.0727 0.05 0.03 -0.01
N -1.9192 2.2728 -1.3264 0.09 -0.02 -0.02
C -0.3308 3.8457 -0.3886 -0.02 0.03 -0.06
C 0.0358 5.1482 -0.0690 0.04 -0.10 0.02
C 1.2566 5.3882 0.5392 -0.05 -0.06 -0.03
C 2.0876 4.3158 0.8057 -0.05 -0.04 -0.02
C 1.6488 3.0480 0.4699 -0.01 0.04 0.05
N 0.4667 2.7988 -0.1049 -0.16 -0.13 -0.06
H -4.0771 -3.1817 -2.5943 -0.01 -0.04 -0.02
H -5.4375 -1.5253 -3.8934 -0.04 -0.02 -0.03
H -4.9541 0.8728 -3.6405 -0.03 0.03 -0.03
H -2.2510 -2.3261 -1.1508 -0.01 -0.01 -0.03
H -4.9012 2.7123 -2.8171 -0.06 0.00 -0.02
H -4.3560 5.0833 -2.3448 -0.03 0.03 -0.03
H -2.2460 5.6215 -1.2301 0.02 0.06 0.00
H -0.6182 5.9785 -0.2773 -0.02 0.02 -0.01
H 1.5460 6.3976 0.7936 0.03 0.03 0.01
H 3.0542 4.4459 1.2674 0.05 0.02 0.02
H 2.2683 2.1875 0.6726 0.01 0.01 0.00
C -1.7788 -0.2958 1.7388 -0.14 -0.12 -0.02
C -2.3968 1.0174 1.8699 0.17 0.01 -0.21
C -1.6438 2.1070 2.3506 0.06 -0.02 0.04
C -2.1164 3.4058 2.2834 -0.06 -0.13 0.03
C -3.3595 3.6529 1.7121 -0.10 0.02 -0.13
C -4.1470 2.5899 1.2594 0.08 -0.09 0.11
C -3.6727 1.2989 1.3379 0.04 0.01 0.01
C -3.7941 5.0020 1.5018 0.17 -0.03 0.14
N -4.0576 6.0977 1.2811 -0.09 0.15 -0.11
H -2.4800 -1.1110 1.5349 0.06 0.12 0.10
H -1.0944 -0.5570 2.5496 -0.04 0.03 -0.03
H -0.6790 1.9265 2.8207 -0.08 -0.02 -0.04
H -1.5264 4.2262 2.6667 0.03 0.05 0.01
H -5.1293 2.7905 0.8556 -0.04 0.01 -0.03
H -4.2934 0.4806 0.9935 0.01 -0.03 -0.01
C 1.8673 -0.4172 2.7431 -0.17 0.06 -0.03
C 2.4864 -0.4331 1.3943 -0.12 -0.31 -0.14
N 1.9074 -0.0674 0.2558 0.14 0.27 0.34
C 2.8726 -0.1892 -0.7279 0.00 -0.08 -0.09
C 4.0104 -0.6815 -0.1847 -0.08 -0.14 -0.04
N 3.7481 -0.8580 1.1564 0.06 0.39 -0.02
C 4.5807 -1.6258 2.0764 0.09 0.09 -0.04
N 4.0306 -2.9335 2.2372 0.04 -0.46 0.02
N 3.2561 -3.2051 3.3218 -0.09 0.38 0.27
N 2.6603 -4.3112 3.1663 -0.06 -0.13 0.04
C 3.0088 -4.8301 1.9356 0.11 -0.08 -0.01
C 2.6120 -6.0167 1.3114 0.07 0.13 -0.01
C 3.1267 -6.2600 0.0598 0.06 0.10 -0.06
C 4.0225 -5.3562 -0.5546 0.01 -0.10 -0.02
C 4.4272 -4.1892 0.0543 -0.05 0.00 0.07
C 3.8914 -3.9439 1.3233 0.06 0.02 -0.14
H 1.1108 0.3667 2.7892 0.03 -0.04 0.00
H 2.6028 -0.2264 3.5207 0.03 0.02 0.01
H 1.3968 -1.3732 2.9701 -0.03 -0.04 0.04
H 2.6837 0.0848 -1.7519 0.00 0.01 -0.01
H 4.9659 -0.9254 -0.6086 0.09 0.02 -0.08
H 4.6211 -1.1481 3.0550 -0.02 -0.09 -0.07
H 5.5849 -1.6702 1.6535 -0.06 -0.01 0.06
H 1.9414 -6.7058 1.8012 -0.04 -0.04 0.05
H 2.8625 -7.1686 -0.4612 0.00 -0.05 -0.03
H 4.4209 -5.6020 -1.5295 0.03 -0.03 -0.03
H 5.1348 -3.5248 -0.4210 0.04 0.01 -0.01
N 0.7568 -2.7889 -3.4723 0.03 0.02 -0.03
C 0.7039 -2.3236 -2.2302 -0.12 0.11 0.00
O 0.2513 -1.1903 -1.9948 -0.09 0.16 0.20
C 1.2527 -3.2177 -1.1525 0.16 0.04 -0.09
I 0.0447 -3.1778 0.5769 -0.13 0.02 0.09
H 0.4460 -2.1957 -4.2270 0.02 -0.03 -0.04
H 1.1303 -3.6986 -3.6893 -0.03 0.04 0.00
H 2.2324 -2.8325 -0.8583 -0.10 -0.09 -0.03
H 1.3543 -4.2510 -1.4744 0.02 0.04 0.04
```
Forces are in eV/Å.

As for the lowest unoccupied orbital energy (spin up / spin down): -6.44 / -5.65 eV. Its molar mass is 899.59 g mol⁻¹. As for the energy above the lowest of the compared OMol25 structures with the same formula, charge and spin: 0.00 kcal per mole. As for the charge: +2. The calculation puts the calculated total energy at -3021.513468 Ha. The multiplicity is 7.

- The lowest molar mass belongs to which entry?
  C36H32EuIN10O

- The lowest energy above the lowest of the compared OMol25 structures with the same formula, charge and spin belongs to which entry?
  C36H32EuIN10O

- Which of these has the lowest multiplicity?
  C48H120N8O16